(1)
112
Properties=species:S:1:pos:R:3 method="wB97M-V/def2-TZVPD" orbital_gap_ev=8.62 de_lowest_kcal_mol=50.66 total_energy_ha=-3494.1975 e_homo_ha=-0.347
C -4.746 -0.180 -2.443
C -3.667 -0.112 -1.568
C -2.502 -0.770 -1.871
C -2.286 -1.297 -3.119
C -3.385 -1.608 -3.905
C -4.586 -1.000 -3.561
N -0.921 -1.650 -3.534
O -0.744 -2.189 -4.596
O -0.012 -1.286 -2.809
H -5.733 0.184 -2.200
H -3.725 0.543 -0.709
H -1.652 -0.619 -1.214
H -3.445 -2.213 -4.799
H -5.395 -1.105 -4.275
C -1.368 6.906 -4.092
C -2.709 6.608 -4.408
C -3.241 5.462 -3.840
C -2.486 4.710 -2.941
C -1.155 4.931 -2.771
C -0.556 6.061 -3.362
N -3.135 3.508 -2.378
O -4.341 3.411 -2.420
O -2.405 2.729 -1.791
H -0.885 7.801 -4.468
H -3.306 7.213 -5.072
H -4.257 5.160 -4.051
H -0.637 4.248 -2.106
H 0.489 6.296 -3.228
C 3.582 -4.763 0.370
C 3.849 -4.363 1.679
C 5.015 -4.825 2.279
C 5.842 -5.738 1.664
C 5.504 -6.201 0.379
C 4.349 -5.765 -0.225
N 7.171 -5.986 2.231
O 7.491 -5.365 3.211
O 7.890 -6.769 1.638
H 2.693 -4.453 -0.166
H 3.155 -3.635 2.075
H 5.169 -4.461 3.287
H 6.167 -6.907 -0.104
H 3.928 -6.244 -1.100
C 4.524 0.645 -6.430
C 4.306 1.984 -6.099
C 3.331 2.301 -5.148
C 2.680 1.343 -4.426
C 2.867 -0.001 -4.793
C 3.841 -0.335 -5.702
N 1.870 1.695 -3.258
O 1.718 0.862 -2.405
O 1.400 2.801 -3.201
H 5.270 0.393 -7.169
H 4.855 2.745 -6.635
H 3.234 3.366 -4.967
H 2.264 -0.742 -4.283
H 4.034 -1.333 -6.075
C -1.404 1.771 1.132
C -0.438 1.346 0.242
C -0.075 0.009 0.152
C -0.842 -0.932 0.818
C -1.908 -0.517 1.646
C -2.207 0.825 1.761
N -0.461 -2.346 0.776
O -1.330 -3.177 0.942
O 0.720 -2.643 0.664
H -1.718 2.802 1.043
H 0.019 2.142 -0.329
H 0.765 -0.304 -0.452
H -2.656 -1.233 1.962
H -3.133 1.075 2.260
C -1.199 -6.816 1.799
C -1.291 -7.981 2.575
C -0.183 -8.514 3.183
C 1.078 -7.927 2.994
C 1.194 -6.809 2.168
C 0.063 -6.250 1.605
N 2.202 -8.483 3.716
O 1.978 -9.418 4.474
O 3.315 -8.011 3.566
H -2.068 -6.336 1.375
H -2.251 -8.467 2.688
H -0.297 -9.391 3.803
H 2.146 -6.305 2.075
H 0.162 -5.302 1.094
C -2.996 -0.686 8.387
C -3.399 0.600 8.670
C -4.023 1.319 7.670
C -4.164 0.798 6.400
C -3.850 -0.510 6.108
C -3.232 -1.261 7.142
N -4.584 1.690 5.312
O -4.235 1.402 4.178
O -5.211 2.692 5.566
H -2.582 -1.441 9.047
H -3.146 1.055 9.617
H -4.448 2.285 7.917
H -3.901 -0.829 5.076
H -3.013 -2.279 6.856
C 2.456 8.342 -1.353
C 2.898 7.138 -0.848
C 2.005 6.214 -0.326
C 0.661 6.572 -0.186
C 0.261 7.858 -0.536
C 1.133 8.757 -1.149
N -0.312 5.635 0.419
O -1.455 5.956 0.609
O 0.181 4.544 0.647
H 3.104 9.143 -1.685
H 3.970 7.007 -0.776
H 2.393 5.334 0.166
H -0.798 8.068 -0.445
H 0.896 9.798 -1.311

(2)
121
Properties=species:S:1:pos:R:3 method="wB97M-V/def2-TZVPD" orbital_gap_ev=7.60 total_energy_ha=-4335.7651 e_homo_ha=-0.352
C 3.429 -2.314 0.195
C 3.500 -0.765 -0.374
O 2.297 -0.044 0.107
C 1.211 -0.207 -0.915
C -0.083 0.647 -0.312
O -1.243 -0.199 0.020
C -0.951 -1.140 1.112
O -1.283 -2.546 0.833
C -1.573 -2.785 -0.588
O -2.770 -2.539 -1.187
O -0.549 -3.397 -1.500
H 2.291 -2.509 0.493
H 3.708 -3.082 -0.649
H 4.130 -2.470 1.119
H 3.470 -0.725 -1.567
H 4.479 -0.236 -0.001
H 1.566 0.287 -1.924
H 1.002 -1.355 -1.014
H 0.288 1.335 0.571
H -0.418 1.370 -1.198
H 0.164 -1.063 1.528
H -1.639 -0.809 2.029
H -0.613 -2.960 -2.418
C 1.620 3.702 -4.979
C 2.451 4.310 -5.827
C 3.925 4.286 -5.617
O 4.665 4.837 -6.424
C 4.440 3.592 -4.426
C 3.609 2.988 -3.576
C 2.137 2.988 -3.801
O 1.400 2.408 -3.011
O 4.086 2.336 -2.453
O 1.972 4.985 -6.935
H 0.547 3.710 -5.120
H 5.512 3.598 -4.276
H 3.291 1.980 -2.000
H 2.768 5.336 -7.391
C -4.703 4.801 0.209
C -3.602 4.612 0.940
C -2.983 3.264 1.072
O -1.961 3.125 1.735
C -3.637 2.136 0.392
C -4.740 2.324 -0.336
C -5.343 3.676 -0.490
O -6.346 3.821 -1.181
O -5.361 1.268 -0.976
O -2.996 5.664 1.602
H -5.162 5.776 0.103
H -3.187 1.159 0.510
H -6.135 1.660 -1.437
H -2.220 5.272 2.059
C -7.615 -6.403 -2.032
C -7.714 -5.115 -2.367
C -6.642 -4.141 -2.021
O -6.752 -2.967 -2.359
C -5.477 -4.636 -1.272
C -5.380 -5.923 -0.934
C -6.439 -6.902 -1.304
O -6.313 -8.082 -0.996
O -4.289 -6.395 -0.227
O -8.818 -4.638 -3.049
H -8.386 -7.122 -2.279
H -4.713 -3.914 -1.012
H -4.452 -7.356 -0.107
H -8.652 -3.678 -3.175
C 8.068 -1.919 1.706
C 8.760 -1.875 2.846
C 8.512 -0.814 3.861
O 9.150 -0.810 4.908
C 7.496 0.207 3.557
C 6.807 0.164 2.415
C 7.036 -0.912 1.414
O 6.374 -0.935 0.381
O 5.853 1.122 2.122
O 9.733 -2.816 3.127
H 8.236 -2.686 0.961
H 7.339 0.983 4.296
H 5.495 0.872 1.243
H 10.087 -2.570 4.010
C 3.049 6.522 3.137
C 4.149 6.333 3.868
C 4.769 4.985 4.000
O 5.790 4.846 4.663
C 4.114 3.856 3.320
C 3.012 4.045 2.592
C 2.409 5.397 2.438
O 1.406 5.542 1.747
O 2.390 2.988 1.952
O 4.755 7.385 4.531
H 2.589 7.496 3.031
H 4.565 2.879 3.438
H 1.617 3.381 1.491
H 5.532 6.993 4.987
C -5.928 -6.740 -5.957
C -5.097 -6.132 -6.806
C -3.623 -6.156 -6.596
O -2.883 -5.604 -7.403
C -3.108 -6.849 -5.405
C -3.940 -7.454 -4.555
C -5.411 -7.453 -4.780
O -6.149 -8.033 -3.990
O -3.463 -8.105 -3.432
O -5.576 -5.457 -7.914
H -7.002 -6.732 -6.099
H -2.036 -6.844 -5.255
H -4.258 -8.462 -2.979
H -4.780 -5.105 -8.370
C -1.191 3.095 4.987
C -1.542 1.969 5.612
C -1.002 1.632 6.958
O -1.357 0.599 7.516
C -0.045 2.566 7.571
C 0.308 3.690 6.944
C -0.252 4.040 5.611
O 0.077 5.089 5.068
O 1.210 4.570 7.514
O -2.422 1.075 5.031
H -1.577 3.354 4.009
H 0.353 2.299 8.542
H 1.300 5.305 6.868
H -2.516 0.343 5.679

(3)
113
Properties=species:S:1:pos:R:3 method="wB97M-V/def2-TZVPD" orbital_gap_ev="7.44 / 4.51" de_lowest_kcal_mol=26.33 charge=+1 total_energy_ha=-4715.3969 e_homo_ha="-0.391 / -0.391" multiplicity=2
Ti -0.034 -0.179 -1.651
C 0.756 1.374 -5.017
C -0.413 0.464 -4.841
C -1.311 0.096 -5.843
C -2.124 -0.854 -5.272
N -1.742 -1.031 -4.000
N -0.699 -0.200 -3.716
B -2.083 -2.251 -3.121
N -2.576 -1.835 -1.694
C -3.765 -2.011 -1.104
C -3.591 -1.950 0.262
C -2.227 -1.738 0.439
C -1.482 -1.776 1.737
N -1.603 -1.648 -0.741
N -0.774 -3.062 -2.877
C -0.672 -4.372 -2.602
C 0.657 -4.672 -2.404
C 1.322 -3.449 -2.564
C 2.795 -3.206 -2.580
N 0.455 -2.472 -2.820
N -3.089 -3.103 -3.866
C -2.831 -4.001 -4.849
C -4.006 -4.257 -5.505
C -4.960 -3.442 -4.860
C -6.418 -3.306 -5.166
N -4.401 -2.742 -3.889
H 1.124 1.274 -6.038
H 0.487 2.418 -4.857
H 1.565 1.121 -4.336
H -1.336 0.459 -6.855
H -2.936 -1.424 -5.689
H -4.635 -2.207 -1.705
H -4.340 -2.084 1.022
H -2.002 -1.202 2.506
H -1.416 -2.807 2.093
H -0.469 -1.394 1.624
H -1.546 -5.002 -2.581
H 1.090 -5.639 -2.215
H 3.277 -3.585 -1.679
H 3.244 -3.719 -3.431
H 3.009 -2.146 -2.685
H -1.837 -4.380 -5.018
H -4.166 -4.938 -6.323
H -6.746 -4.105 -5.828
H -7.011 -3.346 -4.254
H -6.626 -2.355 -5.656
C 3.283 -1.705 0.804
C 3.987 -0.774 0.027
C 3.331 -0.057 -0.949
C 1.958 -0.264 -1.104
N 1.312 -1.103 -0.319
C 1.933 -1.863 0.594
C 0.334 1.874 -2.100
C 1.478 2.665 -1.955
C 1.426 4.014 -2.249
C 0.223 4.566 -2.669
C -0.865 3.720 -2.798
N -0.810 2.414 -2.542
H 3.795 -2.311 1.539
H 5.054 -0.650 0.170
H 3.874 0.620 -1.596
H 1.336 -2.592 1.128
H 2.411 2.225 -1.627
H 2.311 4.635 -2.158
H 0.135 5.618 -2.902
H -1.822 4.098 -3.140
F 0.620 -1.759 9.129
C 0.735 -2.446 7.991
F -0.300 -3.293 7.915
F 1.851 -3.181 8.062
C 0.763 -1.533 6.784
C 1.205 -2.046 5.570
C 1.207 -1.236 4.450
C 0.768 0.088 4.553
C 0.322 0.595 5.773
C 0.325 -0.223 6.891
P 0.771 1.118 3.102
C -0.367 2.450 3.274
C -1.707 2.108 3.507
C -2.669 3.099 3.561
C -2.294 4.420 3.380
C -0.966 4.770 3.164
C 0.003 3.790 3.102
C -3.330 5.523 3.396
F -4.518 5.087 3.820
F -2.945 6.522 4.201
F -3.490 6.032 2.170
C 2.370 1.604 2.546
C 3.534 1.200 3.220
C 4.765 1.553 2.708
C 4.836 2.293 1.531
C 3.694 2.683 0.854
C 2.450 2.325 1.345
C 6.197 2.593 0.945
F 6.659 1.513 0.286
F 6.156 3.606 0.078
F 7.086 2.891 1.895
H 1.542 -3.072 5.506
H 1.545 -1.626 3.496
H -0.020 1.618 5.852
H -0.009 0.159 7.845
H -1.994 1.072 3.638
H -3.706 2.848 3.733
H -0.696 5.811 3.045
H 1.036 4.064 2.937
H 3.471 0.633 4.139
H 5.672 1.263 3.220
H 3.773 3.248 -0.064
H 1.554 2.574 0.789
F -2.192 1.236 -0.414
C -0.906 0.959 0.005
F -0.382 2.195 0.402
H -1.018 0.430 0.958